C7H15ClHoI2N2OP as an isolated structure. Source: OMol25; level of theory: ωB97M-V with the def2-TZVPD basis set.

The value obtained for the HOMO energy (spin up / spin down) is -0.578 / -0.579 Eh. The largest force on an atom is 3.73 eV/A. The calculation puts the LUMO energy (spin up / spin down) at -0.4074 / -0.3955 Ha. The spin multiplicity is 5. The net charge is +2.

Each line ends with the Löwdin spin population.
Geometry (Å):
I1 2.16020 -3.68356 -1.74678  0.50
I2 -1.02029 -3.72556 -0.93499  -0.51
Ho1 0.41339 -1.31360 -0.32947  4.03
P1 -0.05191 0.50909 -2.64314  -0.01
C1 -1.54955 0.73929 -3.57068  0.00
C2 0.84805 2.04930 -3.05718  0.00
H1 1.89362 -0.83124 -3.33097  0.00
H2 0.87484 -0.24341 -4.73474  0.00
H3 0.38083 -1.66183 -3.68135  0.00
C3 0.86189 -0.66511 -3.70506  0.00
H4 1.85372 2.02626 -2.63471  0.00
H5 0.89487 2.16392 -4.14743  0.00
H6 -1.32504 1.00173 -4.61070  0.00
H7 -2.14262 1.53228 -3.11395  0.00
H8 0.32249 2.90017 -2.62234  0.00
H9 -2.14858 -0.16846 -3.53209  0.00
C4 -1.92339 -0.28542 -0.42854  -0.01
O1 -3.02355 0.02532 -0.36096  0.00
Cl1 2.53697 -0.10347 -0.44763  0.00
C5 -1.04734 0.72737 4.94409  0.00
N1 0.01456 0.03718 4.18235  0.00
C6 1.03650 -0.68978 4.95693  0.00
C7 0.04137 -0.08960 2.88394  0.00
N2 0.17035 -0.37599 1.76517  -0.01
H10 -0.77307 0.54479 6.00180  0.00
H11 -2.04196 0.30364 4.73640  0.00
H12 -1.03196 1.80594 4.73110  0.00
H13 0.99607 -1.75215 4.72052  0.00
H14 2.01332 -0.27625 4.71313  0.00
H15 0.76624 -0.50087 5.99724  0.00

Atoms 1-2, force components in eV/Å:
-1.34 -0.12 0.47
0.64 -1.29 -0.69